Entry 1:
This record from the OMol25 dataset describes one molecule with the formula C24H29N3O7S. The level of theory is wB97M-V/def2-TZVPD.

XYZ file:
```
64
Properties=species:S:1:pos:R:3:mulliken_charge:R:1
H -1.60 -5.39 1.90 0.385
N -1.52 0.14 -2.85 0.021
C -1.29 -3.18 0.06 -0.838
C -0.82 -4.51 4.49 -0.765
O 3.34 3.27 -2.64 -0.485
H -3.63 2.39 -1.49 0.352
H 1.79 4.31 -3.55 0.320
H -1.07 1.48 -4.42 0.180
C 3.61 2.22 0.79 -0.620
C 1.30 2.78 0.36 -0.328
C -0.59 -0.04 3.18 0.560
H 4.36 1.86 1.47 0.465
H -1.87 -4.08 0.01 0.420
C -1.00 -2.52 -1.11 -1.549
C 2.28 2.29 1.23 -0.045
C -0.84 -2.71 1.32 0.136
H -3.99 0.69 -1.93 0.431
C 0.21 -0.87 0.12 0.597
H -0.09 -5.27 4.24 0.303
C -0.23 -1.37 -1.08 -0.758
H 4.95 2.53 -0.85 0.455
O 0.66 1.96 2.89 -0.338
C -2.04 -4.54 2.45 -0.839
O 0.32 -1.35 -3.67 -0.802
H -2.44 -5.94 4.08 0.395
C -0.52 -3.21 3.74 -0.460
H 2.90 3.39 -4.59 0.285
C -3.35 1.56 -2.13 -0.940
H -1.34 -2.89 -2.07 0.451
C -3.18 1.00 -4.38 -0.653
O -3.55 2.00 -3.46 -0.405
H -1.24 2.05 -2.00 -0.205
H 0.28 2.85 0.70 0.461
C -1.72 0.61 -4.21 -0.411
H -0.65 1.73 4.43 0.367
H -0.83 -4.37 5.57 0.397
C 3.94 2.59 -0.49 -0.624
N -1.12 -3.41 2.43 0.235
H -3.81 0.11 -4.24 0.347
C 1.63 3.13 -0.93 -0.217
C 2.36 3.38 -3.65 -0.454
N 0.29 -0.83 2.51 0.258
C -2.19 -4.89 3.92 -0.836
S 0.04 -0.46 -2.58 1.335
H -1.76 0.76 -0.89 0.224
O 0.95 0.63 -2.36 -0.392
O -1.79 -0.21 3.17 -0.621
H 0.55 -3.02 3.65 0.356
H -3.35 1.43 -5.37 0.365
C 0.09 1.13 3.90 -0.846
C -0.10 -1.51 1.31 0.542
H 0.78 0.05 0.13 0.417
H -1.44 -0.21 -4.88 0.471
C -1.89 1.17 -1.89 0.401
O 2.65 0.94 3.15 -0.688
H -2.96 -4.27 4.38 0.316
H 0.85 3.48 -1.59 0.224
H 0.87 0.78 4.59 0.331
H 1.27 -0.57 2.56 0.409
H 1.68 2.52 -3.61 0.016
C 1.93 1.69 2.52 0.516
C 2.94 3.01 -1.38 0.782
H -2.99 -4.27 1.99 0.461
H -0.99 -2.36 4.25 0.134
```

Computed properties:
**Orbital gap**: 8.6 eV
**SMILES**: COc1ccc(C(=O)OCC(=O)Nc2cc(S(=O)(=O)N3CCOCC3)ccc2N2CCCC2)cc1
**ΔE to the lowest compared entry with this formula, charge and spin**: 1.360 eV
**Maximum force**: 0.98 eV Å⁻¹



Entry 2:
This record from the OMol25 dataset describes BeH12O6 as an isolated structure. The level of theory is wB97M-V/def2-TZVPD.

XYZ file:
```
19
Properties=species:S:1:pos:R:3:mulliken_charge:R:1
H -0.41 -2.43 2.42 0.279
H 2.28 -1.17 0.75 0.377
H 1.96 1.64 -1.29 0.356
O 1.83 -0.34 0.80 -0.252
O -0.51 -1.60 2.05 -0.522
H -1.95 1.87 -2.02 0.285
H -0.86 1.96 0.67 0.369
H -1.81 0.44 -2.62 0.305
O -0.49 1.05 0.86 -0.389
H 1.69 -0.21 1.77 0.369
H -1.18 -1.27 -0.44 0.370
Be 0.47 0.11 -0.04 0.152
H -1.06 -1.08 2.67 0.317
O 1.12 1.16 -1.30 -0.328
H -0.38 1.13 1.85 0.381
O -1.58 0.99 -1.88 -0.527
H 1.16 0.75 -2.18 0.378
O -0.26 -1.17 -0.73 -0.278
H -0.05 -1.84 -1.33 0.359
```

Computed properties:
**Orbital gap**: 11.6 eV
**Total charge**: +2
**ΔE to the lowest compared entry with this formula, charge and spin**: 0.307 eV
**Maximum force**: 4.07 eV Å⁻¹



Entry 3:
This record from the OMol25 dataset describes a 3-piece molecular cluster, CH10NO2 overall. The level of theory is wB97M-V/def2-TZVPD.

XYZ file:
```
14
Properties=species:S:1:pos:R:3:mulliken_charge:R:1
H -1.78 1.03 0.32 0.336
H -0.20 -0.91 0.24 0.326
H 0.88 0.07 1.01 0.380
H -0.09 -2.99 -0.50 0.345
H 2.59 1.70 -1.51 0.320
N 0.13 0.06 0.32 -0.166
H -0.58 1.80 1.29 0.364
H 0.51 0.47 -0.55 0.324
O 1.67 1.40 -1.58 -0.685
H -1.24 -3.28 0.40 0.345
C -0.96 0.84 0.99 -0.852
H 1.24 2.06 -2.14 0.333
O -0.91 -2.57 -0.17 -0.724
H -1.26 0.31 1.87 0.354
```

Computed properties:
**Orbital gap**: 13.0 eV
**Total charge**: +1
**ΔE to the lowest compared entry with this formula, charge and spin**: 0.270 eV
**Maximum force**: 1.07 eV Å⁻¹



Which of these has the lowest ΔE to the lowest compared entry with this formula, charge and spin? CH10NO2